[1]
A 12-piece molecular cluster, C19H16Cl44F5OP overall at a distorted geometry, computed with ωB97M-V/def2-TZVPD.

Values from the calculation:
SMILES: COC[PH2](C)CCCC(F)(F)C(F)(F)F.ClC(Cl)(Cl)Cl.ClC(Cl)(Cl)Cl.ClC(Cl)(Cl)Cl.ClC(Cl)(Cl)Cl.ClC(Cl)(Cl)Cl.ClC(Cl)(Cl)Cl.ClC(Cl)(Cl)Cl.ClC(Cl)(Cl)Cl.ClC(Cl)(Cl)Cl.ClC(Cl)(Cl)Cl.ClC(Cl)(Cl)Cl
orbital gap: 7.728 eV
electronic energy: -595866.896 eV
LUMO energy: -0.014 eV
total charge: 0

Positions of all 86 atoms, in Å:
C (-2.31700, -4.57989, 4.00583)
O (-3.68249, -4.96451, 3.91254)
C (-4.28304, -4.63990, 2.66798)
P (-5.11191, -2.88859, 2.75984)
C (-6.70681, -3.47064, 1.97479)
C (-5.69258, -1.06397, 2.87919)
C (-4.56595, -0.24209, 3.58704)
C (-3.63402, 0.54895, 2.62847)
C (-2.34334, -0.16678, 2.22373)
F (-1.31371, 0.62333, 2.56525)
F (-2.13363, -1.30460, 2.89423)
C (-2.15745, -0.48378, 0.70724)
F (-2.36486, -1.73997, 0.39059)
F (-2.88739, 0.26143, -0.09006)
F (-0.89550, -0.23329, 0.39041)
H (-2.22162, -3.70837, 4.66631)
H (-1.77315, -5.42844, 4.43482)
H (-1.87104, -4.31002, 3.04309)
H (-5.01036, -5.43035, 2.43536)
H (-3.56721, -4.62286, 1.82990)
H (-4.08611, -2.43610, 1.86833)
H (-4.91473, -2.89377, 4.18115)
H (-6.53977, -3.50582, 0.89119)
H (-7.51431, -2.75447, 2.14519)
H (-7.01287, -4.46295, 2.30807)
H (-6.56065, -1.06533, 3.55664)
H (-5.97147, -0.64256, 1.90584)
H (-5.08359, 0.51669, 4.18686)
H (-4.02916, -0.87927, 4.29702)
H (-3.31892, 1.44430, 3.17344)
H (-4.24446, 0.89426, 1.79163)
C (-1.59010, 0.44307, -3.44431)
Cl (-2.12507, 2.04403, -2.90661)
Cl (-2.80669, -0.76287, -2.99790)
Cl (-1.38632, 0.45148, -5.20257)
Cl (-0.04912, 0.04787, -2.67650)
C (4.12296, 0.42025, -2.62867)
Cl (2.86102, 0.02684, -1.45343)
Cl (5.69893, -0.02778, -1.96977)
Cl (3.81423, -0.46520, -4.13385)
Cl (4.10007, 2.15884, -2.95814)
C (8.38531, 1.52577, 0.62461)
Cl (9.80402, 2.58280, 0.69388)
Cl (7.06801, 2.36364, -0.20353)
Cl (8.78769, 0.04409, -0.26265)
Cl (7.87614, 1.10382, 2.26520)
C (12.03140, 0.85056, 3.46786)
Cl (10.76453, 1.80367, 4.25348)
Cl (11.30904, -0.21452, 2.25447)
Cl (13.17839, 1.94188, 2.68115)
Cl (12.87484, -0.12237, 4.68178)
C (12.03767, 5.78579, 2.46091)
Cl (13.14579, 5.03967, 3.61945)
Cl (12.19704, 7.54561, 2.53969)
Cl (12.42646, 5.21756, 0.82543)
Cl (10.37396, 5.33101, 2.85122)
C (-6.93343, -1.55996, -2.03597)
Cl (-8.24973, -1.91294, -0.90884)
Cl (-5.38601, -2.01005, -1.30257)
Cl (-7.16291, -2.51302, -3.52074)
Cl (-6.91616, 0.16696, -2.39934)
C (-8.41349, 0.86888, -6.56739)
Cl (-8.18364, -0.52609, -5.50825)
Cl (-6.86404, 1.31003, -7.29970)
Cl (-9.58018, 0.47677, -7.84121)
Cl (-9.02232, 2.23110, -5.61303)
C (-6.22195, 3.40462, 0.27534)
Cl (-5.04414, 2.64912, -0.80521)
Cl (-6.03091, 5.16187, 0.23461)
Cl (-7.85981, 2.97547, -0.23717)
Cl (-5.94797, 2.80997, 1.91804)
C (6.58346, -4.08834, -2.60351)
Cl (8.01844, -3.05138, -2.55897)
Cl (5.25462, -3.21776, -3.37939)
Cl (6.94962, -5.55619, -3.52161)
Cl (6.11985, -4.52325, -0.95272)
C (-11.40309, -3.26861, -7.13123)
Cl (-11.90558, -1.62074, -6.72329)
Cl (-12.67143, -4.40602, -6.65287)
Cl (-11.13624, -3.38406, -8.87636)
Cl (-9.90677, -3.67370, -6.28040)
C (16.16512, 8.34977, 1.53891)
Cl (15.18758, 7.12621, 0.71834)
Cl (17.59301, 8.72187, 0.56245)
Cl (15.20446, 9.81969, 1.76139)
Cl (16.67250, 7.73357, 3.11759)

---

[2]
A 2-piece molecular cluster, C4H14N2O overall at a distorted geometry, computed with ωB97M-V/def2-TZVPD.

Values from the calculation:
orbital gap (alpha / beta): 2.610 / 9.078 eV
energy relative to the best compared isomer or geometry (same formula, charge and spin): 22.4 kcal per mole
electronic energy: -9400.613 eV
LUMO energy (alpha / beta): 3.591 / 3.498 eV
spin multiplicity: 2
total charge: -1

Positions of all 21 atoms, in Å:
C (-0.88738, 0.66661, 0.67451)
C (-0.00302, -0.09567, -0.32750)
C (0.62906, 0.88652, -1.33220)
N (1.16183, -0.74951, 0.32555)
C (1.11081, -2.13083, 0.61776)
N (0.72077, -2.53420, 2.00294)
H (-1.06449, -0.14098, 1.39696)
H (-1.79310, 1.05497, 0.22848)
H (-0.34068, 1.42690, 1.24211)
H (-0.66667, -0.75980, -0.87956)
H (0.98561, 0.29640, -2.18385)
H (1.36494, 1.68914, -1.22038)
H (-0.21521, 1.38086, -1.85244)
H (1.99568, -0.23147, 0.15901)
H (2.11252, -2.53034, 0.41775)
H (0.44248, -2.63311, -0.09548)
H (1.47805, -2.53785, 2.65618)
H (0.01914, -1.82460, 2.19169)
H (-3.07506, 2.65793, -1.11066)
H (-1.79430, 3.06475, -1.90216)
O (-2.18096, 3.04428, -1.00871)

---

[3]
C63H51ClFO2P2RbS as an isolated structure, computed with ωB97M-V/def2-TZVPD.

Values from the calculation:
orbital gap (alpha / beta): 4.552 / 3.923 eV
energy relative to the best compared isomer or geometry (same formula, charge and spin): 0.0 kcal per mole
electronic energy: -115563.738 eV
LUMO energy (alpha / beta): 3.687 / 3.689 eV
total charge: -2

Positions of all 122 atoms, in Å:
Rb (-2.08084, -0.91916, 0.84372)
O (-1.18301, -2.32467, -1.15889)
S (0.32532, -2.35664, -1.08175)
C (0.88791, -3.94032, -0.76404)
C (0.55630, -4.94964, -1.72846)
C (1.14263, -6.19519, -1.74009)
C (2.07889, -6.49974, -0.75546)
C (2.87825, -7.75140, -0.49899)
C (3.63738, -7.46656, 0.83099)
C (3.17816, -6.08828, 1.24914)
C (3.47804, -5.35648, 2.37941)
C (2.84098, -4.13197, 2.54268)
C (1.93498, -3.59672, 1.60617)
P (1.05261, -2.05571, 2.05392)
C (0.92084, -2.12393, 3.88219)
C (-0.30159, -2.50806, 4.42479)
C (-0.47115, -2.56276, 5.80342)
C (0.56807, -2.22196, 6.65360)
C (1.78489, -1.81116, 6.12300)
C (1.95527, -1.76051, 4.74858)
C (2.34200, -0.76639, 1.87565)
C (2.13760, 0.47546, 2.48560)
C (3.09954, 1.46933, 2.40116)
C (4.26682, 1.25587, 1.67476)
C (4.45635, 0.04483, 1.02659)
C (3.50401, -0.96335, 1.13257)
C (1.68417, -4.29070, 0.39170)
C (2.30045, -5.57415, 0.28880)
C (0.84302, -2.15685, -2.84293)
C (2.07891, -2.71458, -3.08673)
C (2.62546, -2.89913, -4.36947)
C (1.84534, -2.56904, -5.43649)
C (2.07404, -2.74099, -6.91840)
C (0.79151, -2.18424, -7.58175)
C (-0.03276, -1.64919, -6.43604)
C (-1.20824, -0.97048, -6.42577)
C (-1.66386, -0.46973, -5.18211)
C (-1.05754, -0.71593, -3.97316)
P (-1.49708, 0.34498, -2.50842)
C (-2.62183, 1.58007, -3.25645)
C (-3.95341, 1.20208, -3.43143)
C (-4.89809, 2.10673, -3.88555)
C (-4.53493, 3.42239, -4.14375)
C (-3.22261, 3.81877, -3.94135)
C (-2.27252, 2.90415, -3.50190)
C (0.11135, 1.22222, -2.43913)
C (0.80418, 1.65263, -3.57305)
C (2.06066, 2.22240, -3.46127)
C (2.65237, 2.35078, -2.20992)
C (1.98117, 1.91903, -1.07869)
C (0.71158, 1.36382, -1.19002)
C (0.08862, -1.60548, -3.93612)
C (0.60736, -1.93533, -5.20526)
H (-0.16776, -4.68379, -2.49204)
H (0.87311, -6.91699, -2.50602)
H (3.57682, -7.97591, -1.31309)
H (2.23730, -8.63636, -0.40119)
H (4.72235, -7.50539, 0.69240)
H (3.39746, -8.21032, 1.59655)
H (4.15951, -5.72735, 3.13855)
H (3.02598, -3.57001, 3.44632)
H (-1.16369, -2.68619, 3.79005)
H (-1.44229, -2.83397, 6.20000)
H (0.42500, -2.24918, 7.72852)
H (2.59924, -1.51960, 6.77729)
H (2.90207, -1.42300, 4.34226)
H (1.21752, 0.64500, 3.03805)
H (2.92077, 2.42161, 2.89059)
H (5.01418, 2.03848, 1.60203)
H (5.35380, -0.12854, 0.44263)
H (3.67644, -1.92054, 0.65474)
H (2.62831, -3.11390, -2.24240)
H (3.60161, -3.35692, -4.47344)
H (2.23757, -3.79116, -7.16881)
H (2.96330, -2.19738, -7.24484)
H (0.24918, -2.96502, -8.11962)
H (1.01749, -1.39978, -8.30670)
H (-1.75947, -0.72614, -7.32629)
H (-2.50795, 0.20357, -5.22457)
H (-4.25965, 0.18786, -3.19670)
H (-5.92614, 1.78859, -4.01196)
H (-5.27565, 4.13961, -4.47735)
H (-2.92797, 4.84790, -4.11153)
H (-1.25731, 3.23588, -3.32842)
H (0.35739, 1.51922, -4.55308)
H (2.58437, 2.54786, -4.35317)
H (3.64469, 2.77769, -2.11592)
H (2.43970, 1.99609, -0.10324)
H (0.19700, 1.03588, -0.29365)
O (-1.08683, 0.39053, 3.01342)
H (-1.48629, 1.26619, 3.04361)
H (-1.86689, -0.26222, 3.12961)
F (-2.88688, -1.31314, 3.11604)
Cl (-2.69278, 2.17049, 0.33998)
C (-2.98299, 4.20274, 0.96091)
H (-4.05818, 4.13405, 0.97414)
H (-2.60052, 4.62983, 0.04250)
C (-6.92158, 4.71565, 4.75651)
C (-5.96838, 4.03095, 5.50874)
C (-4.66867, 3.91129, 5.06488)
C (-4.23800, 4.46558, 3.83388)
C (-5.22113, 5.17338, 3.09931)
C (-6.52069, 5.28850, 3.55142)
C (-2.87313, 4.34835, 3.44197)
C (-2.30529, 4.50969, 2.15657)
C (-0.86197, 4.79548, 2.07089)
C (-0.17415, 5.40366, 3.13174)
C (1.17648, 5.69892, 3.05224)
C (1.89743, 5.41238, 1.90095)
C (1.23791, 4.80633, 0.83959)
C (-0.10878, 4.49061, 0.92518)
H (-7.94477, 4.80100, 5.10203)
H (-6.24481, 3.57264, 6.45250)
H (-3.94993, 3.35629, 5.65881)
H (-4.93292, 5.67548, 2.18505)
H (-7.23387, 5.84744, 2.95402)
H (-2.19042, 4.09733, 4.25126)
H (-0.72707, 5.67559, 4.02191)
H (1.66418, 6.17193, 3.89862)
H (2.95453, 5.64379, 1.83554)
H (1.77264, 4.54991, -0.06868)
H (-0.57810, 3.96239, 0.10334)